Run P
# C4H15N2O2

A cluster of 4 separate species, C4H15N2O2 in total (ωB97M-V/def2-TZVPD, the OMol25 dataset).

ORCA input file:
```
! RIJCOSX wB97M-V def2-TZVPD def2/J DEFGRID3
* xyz 1 1
H -2.55748 -0.18286 -1.84585
H 1.08584 2.17340 1.45289
C 1.01820 1.15903 1.07217
N 2.07713 0.35768 1.31166
H -2.53797 -1.24789 -0.80986
C -1.39047 2.32896 -1.38214
H -1.05673 2.69569 0.71536
C -1.17731 1.82583 0.06481
H -1.03928 1.61101 -2.12009
H 1.46610 -2.76438 0.20266
O -2.21289 -2.12337 -0.53012
H 2.71160 -3.67694 0.12679
H -0.76346 3.21708 -1.50490
H 2.15663 -0.43175 0.66651
H 2.97184 0.83979 1.26668
H -2.07449 1.29158 0.41229
H -0.59511 -0.19197 -1.38890
H -2.41520 2.56092 -1.63036
N -0.09151 -0.31014 -0.50488
C -0.03149 0.86030 0.23548
H -0.71365 -1.05943 -0.10919
H -2.92233 -2.73901 -0.34965
O 2.42557 -2.77136 0.30370
*
```

Properties
Kohn-Sham gap, eV: 4.077


Run Q
# C4H15N2O2

A cluster of 3 separate species, C4H15N2O2 in total (ωB97M-V/def2-TZVPD, the OMol25 dataset).

ORCA input file:
```
! RIJCOSX wB97M-V def2-TZVPD def2/J DEFGRID3
* xyz 1 1
H 2.63842 -3.02833 -0.53510
N -1.34187 0.90279 1.71491
H -0.54388 0.41555 2.17703
H -0.03274 -2.00995 -3.47432
H -1.16793 -1.22427 -4.15307
H 1.69285 -0.65593 0.77019
C 0.36516 0.63894 -0.17337
O 0.00768 3.00983 2.91788
C 1.03709 -0.69169 0.01248
O -0.48669 -1.13681 -3.56485
C -1.13112 0.62298 0.12768
H 0.25184 3.76028 2.43347
H 1.69219 -3.32445 -1.82715
C 0.88835 -1.73142 -0.82386
H -2.07322 0.48944 2.24603
N 1.78183 -2.75453 -1.00964
H -0.07407 -1.79877 -1.49024
H 1.01844 1.40971 0.29093
H -0.30691 3.14538 3.92700
H -1.27020 1.91116 1.99116
H -1.71582 -0.27588 0.08628
H 0.26463 0.87264 -1.29328
H -1.49403 1.45333 -0.35014
*
```

Properties
Kohn-Sham gap, eV: 7.915


Run R
# C4H15N2O2

A cluster of 3 separate species, C4H15N2O2 in total (ωB97M-V/def2-TZVPD, the OMol25 dataset).

ORCA input file:
```
! RIJCOSX wB97M-V def2-TZVPD def2/J DEFGRID3
* xyz 1 1
H 2.68915 -0.99335 1.23701
O -1.52456 -2.24966 1.05510
H -2.67372 -0.50584 -2.65040
N -0.86515 0.53049 0.49207
H -1.15539 -0.37472 0.89334
H 2.34461 0.61539 -0.79348
H 2.65705 -0.60203 2.89303
H -0.22166 0.68372 -2.16591
H -1.20490 1.26512 1.11044
O -2.36980 0.40817 -2.45242
N 0.72788 0.97169 -2.05403
C 1.99441 -0.69310 2.03181
C 1.35621 0.62786 1.66093
H 1.39960 -1.57176 2.26526
H -2.65569 0.98890 -3.19259
H -1.31280 -2.69608 1.88912
H -1.26435 0.53083 -0.45406
H 2.11403 1.40440 1.53822
H 0.73291 1.02601 2.46950
C 0.59795 0.54775 0.33355
C 1.26522 0.66536 -0.81369
H -1.38784 -3.02317 0.47653
H 1.38457 0.92577 -2.82582
*
```

Properties
Kohn-Sham gap, eV: 9.180


Run S
# C4H15N2O2

A cluster of 3 separate species, C4H15N2O2 in total (ωB97M-V/def2-TZVPD, the OMol25 dataset).

ORCA input file:
```
! RIJCOSX wB97M-V def2-TZVPD def2/J DEFGRID3
* xyz 1 1
H -1.89164 2.59134 -1.87567
H -1.82396 0.72284 0.31189
H 3.36100 0.91163 -0.25810
O -2.63959 -1.58465 1.12169
H 1.93012 -2.52126 1.93140
O 2.35424 -1.65327 1.88596
H 1.46214 2.02192 -0.68187
H 1.91267 -1.18320 2.60787
H -0.94950 2.22286 0.34002
H -2.90500 -2.49048 1.05086
H -2.56592 0.91938 -1.68539
H -0.12054 -1.53183 -0.92985
N -0.01510 -0.95923 -0.10681
H 2.69175 -0.39366 0.51977
H 2.79799 -0.37056 -1.13816
H -0.64101 -1.20938 0.65063
H -1.02814 1.13818 -2.38031
C 1.37838 0.97740 -0.43306
C -1.05099 1.28118 -0.20043
C -1.69028 1.56069 -1.61544
N 2.63274 0.20461 -0.31506
H -3.37445 -1.06139 1.48202
C 0.17506 0.40688 -0.28196
*
```

Properties
Kohn-Sham gap, eV: 9.842


run R is preferred energetically. Next in line: 9.5 kcal/mol higher.


Run P
# C3H8

The molecule C3H8 (ωB97M-V/def2-TZVPD, the OMol25 dataset).

ORCA input file:
```
! RIJCOSX wB97M-V def2-TZVPD def2/J DEFGRID3
* xyz 0 1
H 2.04016 -0.69096 0.34562
H -1.65873 1.26696 -0.27477
H -1.73776 -0.29902 -1.08088
H 0.62461 0.03869 -1.43761
H 1.08619 0.06945 1.57463
C 1.00177 -0.48632 0.64660
C 0.25575 0.27679 -0.44071
H 0.59285 1.33766 -0.44265
C -1.27405 0.25138 -0.24611
H -1.57611 -0.24448 0.66379
H 0.64532 -1.52014 0.69209
*
```

Properties
Kohn-Sham gap, eV: 12.404
SMILES string: CCC


Run Q
# C3H8

The molecule C3H8 (ωB97M-V/def2-TZVPD, the OMol25 dataset).

ORCA input file:
```
! RIJCOSX wB97M-V def2-TZVPD def2/J DEFGRID3
* xyz 0 1
H 0.03037 1.23820 -0.90588
H -1.52910 -0.70524 0.99336
H -1.18248 -1.06166 -0.76125
H 1.30197 -0.81860 0.96579
C 1.26016 -0.27796 -0.00138
H -2.12886 0.30770 -0.21980
C 0.02684 0.62336 -0.01987
H 1.24934 -1.01059 -0.79887
H 2.22529 0.27886 -0.02973
C -1.27845 -0.26276 -0.00193
H -0.01786 1.27552 0.89547
*
```

Properties
Kohn-Sham gap, eV: 12.802
SMILES string: CCC


run Q is preferred energetically. Next in line: 4.4 kcal/mol higher.